[1]
Here is C25H59AsN5ReS4Si6 as an isolated structure from the Open Molecules 2025 dataset. Energies are from the ωB97M-V functional and the def2-TZVPD basis.

Calculated values
* E_HOMO (spin up / spin down): -9.79 / -9.74 eV
* net charge: +1
* E_tot: -187911.068 eV
* LUMO (spin up / spin down): -3.1 / -3.9 eV
* ΔE to the lowest compared entry with this formula, charge and spin: 0.0 kcal/mol
* multiplicity: 4

Last column: Löwdin charge in e.
Positions of all 101 atoms, in Å:
Re: -0.112 -0.841 0.863  0.9818
C: 3.108 -3.115 1.733  -0.2059
Si: 2.913 -1.405 2.480  0.3789
C: 4.702 -0.895 2.772  -0.1747
C: 2.181 -1.445 4.221  -0.1832
C: 1.943 -0.216 1.328  -0.6055
Si: 3.083 0.136 -0.158  0.3835
C: 4.041 -1.328 -0.838  -0.1670
C: 2.109 0.865 -1.575  -0.1919
C: 4.403 1.418 0.246  -0.1645
Si: 1.719 1.390 2.258  0.4268
C: 1.232 2.891 1.250  -0.1750
C: 2.998 1.981 3.488  -0.1561
C: 0.131 1.068 3.244  -0.2831
C: -0.154 1.649 4.471  -0.0383
C: -1.333 1.359 5.134  -0.0186
C: -2.227 0.488 4.534  -0.0241
C: -1.908 -0.053 3.308  -0.2072
N: -0.758 0.218 2.663  -0.1331
H: 3.194 -3.850 2.536  0.0411
H: 4.035 -3.149 1.158  0.0239
H: 2.289 -3.432 1.093  -0.0540
H: 5.089 -1.622 3.495  0.0508
H: 4.848 0.094 3.201  0.0171
H: 5.322 -0.981 1.878  0.0218
H: 2.340 -2.437 4.653  0.0446
H: 1.120 -1.227 4.302  -0.0079
H: 2.713 -0.733 4.858  0.0285
H: 3.459 -2.227 -1.028  0.0086
H: 4.888 -1.603 -0.208  0.0250
H: 4.451 -0.991 -1.796  0.0432
H: 1.287 0.226 -1.890  -0.0431
H: 2.758 1.037 -2.437  0.0584
H: 1.689 1.823 -1.276  -0.0085
H: 5.074 1.117 1.049  0.0209
H: 4.006 2.406 0.490  0.0198
H: 5.011 1.538 -0.657  0.0468
H: 2.056 3.310 0.670  0.0325
H: 0.881 3.664 1.939  0.0534
H: 0.415 2.648 0.568  -0.0265
H: 3.952 2.181 2.999  0.0335
H: 3.175 1.290 4.311  0.0270
H: 2.650 2.930 3.907  0.0427
H: 0.573 2.317 4.913  0.1102
H: -1.550 1.797 6.099  0.1220
H: -3.163 0.220 5.002  0.1230
H: -2.599 -0.727 2.827  0.0236
S: -2.222 -2.242 1.069  -0.0745
S: -2.419 -3.898 0.057  0.0884
S: 0.014 -4.527 1.815  0.0971
S: -0.427 -2.767 2.446  -0.0026
C: -2.167 3.983 -0.069  -0.1992
Si: -1.423 3.100 -1.543  0.3159
C: 0.262 3.817 -1.916  -0.2067
C: -2.363 3.488 -3.111  -0.2078
As: -1.568 0.724 -1.025  0.7982
Si: -1.590 -0.378 -3.186  0.3030
C: -2.018 -2.181 -2.991  -0.2265
C: 0.064 -0.227 -4.043  -0.2117
C: -2.879 0.349 -4.326  -0.1979
Si: -3.923 0.707 -0.462  0.3026
C: -4.959 1.918 -1.447  -0.2128
C: -4.678 -0.978 -0.767  -0.2328
C: -4.076 1.271 1.327  -0.2169
H: -2.423 5.002 -0.373  0.0481
H: -1.452 4.054 0.753  0.0246
H: -3.075 3.515 0.313  -0.0045
H: 0.054 4.810 -2.329  0.0493
H: 0.800 3.254 -2.680  0.0302
H: 0.908 3.951 -1.053  0.0047
H: -2.530 4.570 -3.093  0.0500
H: -3.320 3.005 -3.258  0.0017
H: -1.730 3.282 -3.973  0.0342
H: -1.542 -2.678 -2.150  -0.0602
H: -1.709 -2.682 -3.916  0.0478
H: -3.093 -2.331 -2.886  0.0304
H: 0.871 -0.787 -3.570  0.0106
H: 0.385 0.809 -4.161  0.0326
H: -0.082 -0.645 -5.045  0.0456
H: -3.855 0.487 -3.859  0.0149
H: -3.009 -0.383 -5.130  0.0477
H: -2.574 1.285 -4.782  0.0196
H: -5.012 1.716 -2.515  0.0160
H: -4.680 2.960 -1.294  0.0246
H: -5.971 1.791 -1.048  0.0504
H: -5.297 -0.927 -1.666  0.0417
H: -5.332 -1.241 0.068  0.0448
H: -3.971 -1.794 -0.890  -0.0683
H: -4.736 2.142 1.361  0.0408
H: -3.133 1.563 1.788  0.0044
H: -4.531 0.491 1.940  0.0368
N: 0.014 -5.422 -1.752  0.2134
C: 0.962 -4.851 -2.476  -0.4591
N: 1.588 -5.543 -3.431  0.1964
N: 1.351 -3.578 -2.328  0.1700
C: 0.889 -2.829 -1.405  -0.3174
N: 0.565 -2.042 -0.610  -0.0133
H: -0.219 -6.393 -1.873  0.1310
H: -0.507 -4.895 -1.049  -0.0241
H: 1.400 -6.514 -3.602  0.1227
H: 2.332 -5.091 -3.934  0.1252



[2]
Here is C35H39FN4O9S3Ti as an isolated structure from the Open Molecules 2025 dataset. Energies are from the ωB97M-V functional and the def2-TZVPD basis.

Calculated values
* E_HOMO (spin up / spin down): -0.80 / -2.63 eV
* net charge: -2
* E_tot: -119660.686 eV
* LUMO (spin up / spin down): 3.8 / 3.8 eV
* ΔE to the lowest compared entry with this formula, charge and spin: 55.4 kcal/mol
* multiplicity: 3

Last column: Löwdin charge in e.
Positions of all 92 atoms, in Å:
Ti: -0.654 0.513 -0.285  0.9695
N: -0.666 -0.291 2.071  0.0113
C: 0.245 -0.580 3.189  -0.2378
C: 0.882 0.653 3.816  -0.1885
C: 2.163 1.128 3.116  -0.2017
C: 2.377 2.629 3.044  -0.2957
N: 1.297 3.302 2.317  0.0184
H: -1.402 0.338 2.404  0.0739
H: -1.146 -1.158 1.826  0.0913
H: 1.032 -1.255 2.839  0.1191
H: -0.323 -1.113 3.963  0.1035
H: 1.121 0.411 4.856  0.1029
H: 0.141 1.458 3.845  0.0906
H: 2.174 0.744 2.098  0.0828
H: 3.026 0.700 3.634  0.1078
H: 3.355 2.800 2.578  0.1015
H: 2.423 3.034 4.065  0.0976
H: 1.101 2.762 1.469  0.0470
H: 1.610 4.207 1.984  0.0630
O: -4.147 -3.302 -4.705  -0.0598
C: -4.464 -2.950 -3.553  -0.7020
O: -5.386 -3.340 -2.819  -0.0488
C: -3.565 -1.849 -2.947  -0.0818
C: -2.529 -1.291 -3.691  0.0213
C: -1.737 -0.312 -3.131  -0.0846
N: -1.941 0.141 -1.893  -0.0174
C: -2.930 -0.386 -1.163  -0.1798
C: -3.755 -1.384 -1.654  0.0769
C: -3.033 0.160 0.257  -0.5651
O: -3.675 -0.390 1.129  0.0700
O: -2.287 1.246 0.442  -0.2198
H: -2.372 -1.643 -4.700  0.1129
H: -0.912 0.149 -3.666  0.1203
H: -4.553 -1.792 -1.050  0.1277
C: 5.703 -1.800 -3.221  -0.0611
C: 4.774 -2.936 -2.820  -0.3389
C: 4.569 -3.903 -3.976  -0.1647
C: 3.771 -5.105 -3.514  -0.1551
C: 2.505 -4.663 -2.825  -0.1729
C: 1.426 -5.560 -2.723  0.0028
C: 0.268 -5.139 -2.111  -0.2820
F: -0.761 -6.017 -2.005  0.0434
C: 0.105 -3.872 -1.601  0.0601
C: 1.176 -2.962 -1.682  -0.0675
C: 1.058 -1.657 -1.133  -0.2649
O: -0.074 -1.349 -0.515  -0.1885
C: 2.201 -0.797 -1.183  -0.0459
C: 3.344 -1.231 -1.768  -0.0079
N: 3.466 -2.458 -2.370  0.0074
C: 2.389 -3.388 -2.302  -0.0712
C: 2.295 0.552 -0.508  -0.5611
O: 3.346 1.165 -0.417  0.0470
O: 1.183 0.970 0.049  -0.2570
H: 6.576 -2.227 -3.717  0.0742
H: 6.057 -1.217 -2.373  0.0739
H: 5.207 -1.121 -3.916  0.0940
H: 5.243 -3.498 -1.995  0.1528
H: 5.542 -4.206 -4.370  0.1103
H: 4.029 -3.376 -4.769  0.1333
H: 4.382 -5.705 -2.830  0.1158
H: 3.519 -5.751 -4.358  0.1119
H: 1.494 -6.560 -3.130  0.1104
H: -0.828 -3.563 -1.156  0.1239
H: 4.200 -0.579 -1.774  0.1107
C: -2.037 1.190 6.776  -0.0609
C: -2.394 1.860 5.475  -0.2944
C: -1.767 3.034 5.078  -0.0672
C: -2.066 3.628 3.860  -0.0821
C: -3.029 3.064 3.036  -0.3680
C: -3.670 1.891 3.414  -0.0702
C: -3.342 1.298 4.624  -0.0379
S: -3.481 3.725 1.432  0.9034
C: -3.577 5.437 1.914  -0.2631
O: -4.906 3.281 1.222  -0.5152
H: -1.215 1.708 7.271  0.0679
H: -1.731 0.155 6.614  0.0735
H: -2.886 1.172 7.463  0.0730
H: -1.008 3.478 5.712  0.1065
H: -1.514 4.506 3.555  0.0971
H: -4.393 1.442 2.748  0.0995
H: -3.830 0.371 4.903  0.1160
H: -4.184 5.539 2.812  0.0578
H: -4.040 5.949 1.071  0.0498
H: -2.576 5.837 2.061  0.0438
C: 0.536 3.271 -4.506  -0.1361
O: -0.831 3.429 -4.151  -0.2713
C: -1.278 3.273 -2.880  -1.3165
S: -2.901 3.525 -2.667  0.5499
S: -0.132 2.847 -1.656  0.6093
H: 0.590 2.470 -5.246  0.0823
H: 1.159 3.027 -3.649  0.0134
H: 0.862 4.208 -4.960  0.0796



[3]
Here is C26H27IrO3PS3 as an isolated structure from the Open Molecules 2025 dataset. Energies are from the ωB97M-V functional and the def2-TZVPD basis.

Calculated values
* E_HOMO: -11.34 eV
* net charge: +1
* E_tot: -78171.734 eV
* LUMO: -3.7 eV
* ΔE to the lowest compared entry with this formula, charge and spin: 44.9 kcal/mol

Last column: natural (NBO) charge in e.
Positions of all 61 atoms, in Å:
Ir: -0.376 0.139 1.028  0.4752
C: 3.489 2.133 1.928  -0.5561
C: 3.779 0.814 1.220  -0.5287
S: 2.367 -0.065 0.486  0.2283
C: 2.175 0.542 -1.208  -0.5497
C: 1.461 1.866 -1.405  -0.5513
S: -0.022 2.074 -0.365  0.3850
C: 0.521 3.049 1.086  -0.5741
C: 1.613 4.091 0.919  -0.5399
S: 3.343 3.529 0.774  0.2025
H: 4.330 2.360 2.584  0.2454
H: 2.606 2.059 2.561  0.2446
H: 4.194 0.095 1.929  0.2423
H: 4.518 0.949 0.429  0.2372
H: 1.586 -0.251 -1.665  0.2490
H: 3.151 0.549 -1.696  0.2490
H: 1.109 1.957 -2.433  0.2482
H: 2.116 2.705 -1.191  0.2599
H: 0.766 2.369 1.900  0.2556
H: -0.402 3.558 1.371  0.2598
H: 1.544 4.744 1.789  0.2466
H: 1.447 4.713 0.038  0.2425
O: -2.959 0.942 1.106  -0.5486
C: -2.330 -0.051 0.837  0.4741
C: -2.928 -1.356 0.463  -0.0783
C: -4.300 -1.515 0.324  -0.1651
C: -4.789 -2.718 -0.158  -0.1796
C: -3.915 -3.737 -0.518  -0.1761
C: -2.545 -3.580 -0.370  -0.1877
C: -2.050 -2.390 0.152  -0.3935
P: -0.305 -1.987 0.398  1.3236
C: 0.374 -3.067 1.689  -0.3107
C: 1.352 -2.606 2.568  -0.2086
C: 1.902 -3.458 3.512  -0.1981
C: 1.479 -4.777 3.589  -0.1762
C: 0.497 -5.239 2.728  -0.2018
C: -0.057 -4.388 1.783  -0.2021
C: 0.485 -2.496 -1.141  -0.4543
C: 1.637 -3.276 -1.159  -0.1731
C: 2.207 -3.633 -2.374  -0.2042
C: 1.629 -3.216 -3.564  -0.1718
C: 0.476 -2.438 -3.549  -0.2261
C: -0.094 -2.078 -2.341  -0.1369
H: -4.959 -0.696 0.577  0.2444
H: -5.855 -2.857 -0.280  0.2332
H: -4.304 -4.659 -0.929  0.2314
H: -1.876 -4.372 -0.683  0.2246
H: 1.667 -1.572 2.540  0.2177
H: 2.653 -3.087 4.196  0.2251
H: 1.908 -5.442 4.327  0.2294
H: 0.153 -6.263 2.791  0.2296
H: -0.832 -4.765 1.132  0.2192
H: 2.092 -3.600 -0.232  0.2346
H: 3.101 -4.241 -2.388  0.2312
H: 2.073 -3.503 -4.508  0.2308
H: 0.023 -2.119 -4.478  0.2306
H: -0.996 -1.474 -2.327  0.2193
O: -1.050 -0.763 2.810  -0.6582
C: -0.466 -0.023 3.688  0.6497
O: 0.376 0.814 3.353  -0.7162
H: -0.753 -0.180 4.731  0.1471



[4]
Here is C52H43AsBF4LaN5O4PS as an isolated structure from the Open Molecules 2025 dataset. Energies are from the ωB97M-V functional and the def2-TZVPD basis.

Calculated values
* E_HOMO: -2.88 eV
* net charge: -2
* E_tot: -163643.791 eV
* LUMO: 3.7 eV
* ΔE to the lowest compared entry with this formula, charge and spin: 0.0 kcal/mol

Last column: Löwdin charge in e.
Positions of all 113 atoms, in Å:
La: -1.771 1.206 0.234  1.8915
C: 4.141 -0.906 3.488  -0.1078
C: 2.907 -1.396 3.088  -0.0886
C: 1.921 -0.524 2.651  -0.1041
C: 2.153 0.849 2.603  -0.3589
C: 3.399 1.330 3.006  -0.1106
C: 4.385 0.460 3.449  -0.1139
P: 0.738 1.858 2.030  1.0656
C: 1.539 3.243 1.126  -0.3278
C: 1.040 4.540 1.185  -0.0686
C: 1.553 5.527 0.353  -0.0836
C: 2.567 5.241 -0.547  -0.1028
C: 3.061 3.946 -0.627  -0.0847
C: 2.539 2.959 0.194  -0.1032
C: 0.141 2.635 3.567  -0.3038
C: 0.829 2.690 4.750  -0.0828
C: 0.257 3.339 5.871  -0.1025
C: -0.962 3.948 5.763  -0.0617
C: -1.687 3.910 4.544  -0.1843
C: -2.929 4.582 4.371  -0.0707
C: -3.551 4.532 3.153  -0.0999
C: -3.013 3.770 2.082  -0.1690
C: -1.826 3.074 2.191  -0.2490
C: -1.158 3.203 3.436  -0.2551
H: 4.917 -1.588 3.816  0.0919
H: 2.718 -2.462 3.078  0.1027
H: 0.976 -0.912 2.288  0.0921
H: 3.595 2.393 2.979  0.1079
H: 5.347 0.852 3.758  0.0927
H: 0.237 4.790 1.866  0.1015
H: 1.138 6.526 0.405  0.0980
H: 2.951 6.016 -1.199  0.0905
H: 3.836 3.689 -1.340  0.0942
H: 2.913 1.947 0.094  0.0852
H: 1.812 2.244 4.838  0.0845
H: 0.806 3.372 6.805  0.0872
H: -1.390 4.479 6.608  0.0975
H: -3.354 5.141 5.198  0.0927
H: -4.488 5.064 3.011  0.0945
H: -3.581 3.774 1.153  0.0790
F: -3.149 2.201 -1.794  -0.0045
B: -2.687 3.559 -1.896  -1.2806
F: -3.754 4.430 -1.766  0.1317
F: -2.012 3.743 -3.087  0.1349
F: -1.804 3.690 -0.784  0.0209
C: -0.255 -6.289 -5.478  -0.0461
C: -1.419 -7.136 -5.922  -0.7475
O: -1.260 -8.135 -6.583  -0.0341
S: -3.103 -6.684 -5.521  1.0061
C: -2.974 -5.295 -4.439  -0.5957
C: -2.940 -3.996 -4.945  -0.1162
C: -2.818 -2.914 -4.096  -0.0297
C: -2.726 -3.083 -2.704  -0.2633
C: -2.784 -4.396 -2.209  -0.0340
C: -2.914 -5.476 -3.058  -0.1128
C: -2.572 -1.967 -1.839  -0.1955
C: -2.357 -0.970 -1.157  -0.1349
H: 0.423 -6.932 -4.916  0.0913
H: -0.519 -5.425 -4.883  0.0578
H: 0.267 -5.965 -6.379  0.0881
H: -2.997 -3.840 -6.015  0.1009
H: -2.787 -1.905 -4.487  0.1173
H: -2.717 -4.544 -1.140  0.1108
H: -2.955 -6.481 -2.654  0.0992
O: 0.060 1.497 -1.289  -0.1654
C: 0.871 0.554 -1.274  -0.5946
N: 1.747 0.308 -2.301  0.1635
C: 2.671 -0.723 -1.888  -0.2756
C: 1.966 -1.188 -0.570  -0.4418
O: 2.342 -2.172 0.046  0.0519
N: 0.962 -0.337 -0.264  0.1644
C: 2.753 -1.891 -2.855  -0.1394
C: 3.678 -2.906 -2.620  -0.0230
C: 3.745 -3.999 -3.464  -0.0857
C: 2.892 -4.096 -4.557  -0.1120
C: 1.967 -3.092 -4.791  -0.0923
C: 1.896 -1.994 -3.941  -0.0153
C: 4.052 -0.131 -1.607  -0.1412
C: 4.634 -0.122 -0.345  -0.0144
C: 5.862 0.501 -0.147  -0.0723
C: 6.527 1.106 -1.201  -0.1024
C: 5.955 1.089 -2.467  -0.0939
C: 4.731 0.474 -2.662  -0.0354
H: 1.964 1.052 -2.941  0.1531
H: 4.327 -2.838 -1.758  0.1179
H: 4.462 -4.786 -3.265  0.0954
H: 2.944 -4.955 -5.215  0.0894
H: 1.282 -3.164 -5.627  0.0951
H: 1.149 -1.228 -4.100  0.1126
H: 4.131 -0.587 0.491  0.1022
H: 6.284 0.517 0.849  0.0961
H: 7.479 1.595 -1.038  0.0927
H: 6.461 1.559 -3.301  0.0952
H: 4.295 0.458 -3.655  0.1185
N: -8.467 1.517 1.966  0.0448
C: -7.614 1.427 1.184  -0.4533
N: -6.728 1.303 0.222  0.0643
C: -5.483 1.155 0.511  -0.3427
N: -4.343 1.000 0.724  0.0082
C: -2.938 -1.748 4.414  -0.2250
As: -3.410 -0.637 2.909  0.9949
C: -4.437 -1.806 1.791  -0.2048
C: -4.423 0.772 3.725  -0.1910
O: -1.934 -0.164 2.241  -0.6828
H: -3.843 -2.059 4.940  0.0333
H: -2.299 -1.176 5.085  0.0359
H: -2.394 -2.622 4.059  0.0335
H: -5.495 -1.677 2.022  0.0407
H: -4.118 -2.824 2.012  0.0328
H: -4.244 -1.563 0.747  0.0025
H: -5.485 0.543 3.636  0.0376
H: -4.205 1.716 3.234  0.0101
H: -4.123 0.813 4.772  0.0377